No. 1
One molecule with the formula C21H24N4O3S. Source: the OMol25 dataset; level of theory: ωB97M-V/def2-TZVPD.

CARTESIAN COORDINATES (ANGSTROEM)
C1 -2.57330 -1.67863 1.81414
O1 -1.62599 -2.71871 1.73870
C2 -0.57942 -2.57946 0.88526
C3 0.38703 -3.58486 0.93003
C4 1.50232 -3.51904 0.12201
C5 1.68106 -2.46032 -0.76197
C6 2.94255 -2.31710 -1.57035
C7 3.71202 -1.10796 -1.05754
O2 4.11116 -0.20899 -1.76897
N1 3.91848 -1.13259 0.28403
C8 4.27588 0.08597 0.98844
C9 3.08193 0.97802 1.04828
N2 1.99864 0.72133 1.72826
N3 1.09211 1.67093 1.45806
C10 1.63961 2.49861 0.60620
S1 0.89169 3.91983 -0.06126
C11 -0.80074 3.63089 0.52293
C12 -1.46397 2.54631 -0.31102
O3 -2.75883 2.34709 0.20851
C13 -3.50112 1.31235 -0.27935
C14 -4.70754 1.06853 0.37860
C15 -5.53003 0.04082 -0.03265
C16 -5.16442 -0.76397 -1.10158
C17 -3.97347 -0.52013 -1.75888
C18 -3.14065 0.51361 -1.35893
N4 2.90862 2.10900 0.29779
C19 3.81900 2.71880 -0.63022
C20 0.70423 -1.47498 -0.81761
C21 -0.41583 -1.52646 -0.00905
H1 -3.13116 -1.56993 0.87868
H2 -2.10023 -0.72574 2.06946
H3 -3.26051 -1.96434 2.60872
H4 0.24570 -4.40304 1.61821
H5 2.24593 -4.30199 0.17856
H6 2.72669 -2.15429 -2.62744
H7 3.56663 -3.20695 -1.47258
H8 3.38014 -1.80026 0.81790
H9 4.60163 -0.17742 1.99530
H10 5.08806 0.57295 0.44533
H11 -0.74394 3.32889 1.56717
H12 -1.32831 4.57839 0.42666
H13 -1.50885 2.85749 -1.36498
H14 -0.87193 1.62492 -0.23049
H15 -4.97328 1.70213 1.20964
H16 -6.46054 -0.13715 0.48505
H17 -5.80542 -1.57182 -1.41948
H18 -3.67922 -1.13733 -2.59496
H19 -2.22425 0.68761 -1.90111
H20 4.65807 3.17142 -0.09852
H21 4.18523 1.95892 -1.32424
H22 3.28636 3.49242 -1.18072
H23 0.82858 -0.64728 -1.50249
H24 -1.15640 -0.74648 -0.07555

Summary:
SMILES ... COc1ccc(CC(=O)NCc2nnc(SCCOc3ccccc3)n2C)cc1
Lowest unoccupied orbital energy ... 0.627 eV
Highest occupied orbital energy ... -8.306 eV

Here are the natural (NBO) charges for atoms 1 to 8, given in e: number 1, C, carries -0.2594; number 2, O, carries -0.5093; number 3, C, carries 0.3884; number 4, C, carries -0.2731; number 5, C, carries -0.2052; number 6, C, carries -0.0727; number 7, C, carries -0.5148; number 8, C, carries 0.7017

=====

No. 2
A 2-piece molecular cluster, C6H14O overall. Source: the OMol25 dataset; level of theory: ωB97M-V/def2-TZVPD.

CARTESIAN COORDINATES (ANGSTROEM)
C1 -1.76319 -0.02972 0.23329
C2 -0.43642 0.11817 0.25594
C3 0.22264 1.29285 0.96111
C4 0.46467 -0.86689 -0.41807
C5 1.43749 -0.24985 -1.42743
C6 0.82079 0.85301 -2.25356
H1 -2.39804 0.72873 0.68128
H2 -2.24718 -0.95176 -0.05341
H3 -0.11400 1.39038 1.99262
H4 0.14715 2.23076 0.41393
H5 1.28262 1.11594 1.04911
H6 1.08613 -1.38919 0.30266
H7 -0.11039 -1.62745 -0.95597
H8 2.27014 0.08526 -0.80217
H9 1.75295 -1.09910 -2.02970
H10 1.51302 1.18698 -3.01221
H11 -0.04931 0.48814 -2.81427
H12 0.49399 1.69857 -1.65515
O1 -1.81967 -1.70561 3.20980
H13 -1.39774 -0.95437 2.78466
H14 -1.15565 -2.31485 3.53756

Summary:
SMILES ... C=C(C)CCC.O
Lowest unoccupied orbital energy ... 0.789 eV
Highest occupied orbital energy ... -9.358 eV

Here are the natural (NBO) charges for atoms 1 to 8, given in e: number 1, C, carries -0.4157; number 2, C, carries 0.0268; number 3, C, carries -0.6648; number 4, C, carries -0.4339; number 5, C, carries -0.3893; number 6, C, carries -0.6134; number 7, H, carries 0.1928; number 8, H, carries 0.2056

=====

No. 3
C2H14Ni2O13 as an isolated structure. Source: the OMol25 dataset; level of theory: ωB97M-V/def2-TZVPD.

CARTESIAN COORDINATES (ANGSTROEM)
Ni1 -1.08596 1.34458 -1.59427
Ni2 -1.89005 -1.02650 1.41619
C1 0.10943 -0.16634 0.10101
O1 0.03894 -0.37809 1.29510
O2 0.64142 0.82075 -0.42959
O3 -1.04775 -0.38906 -0.36160
C2 -3.67559 1.46413 -1.63638
O4 -2.93475 0.94338 -2.48857
O5 -4.88461 1.43778 -1.60310
O6 -3.01205 1.83644 -0.69753
O7 -2.63247 0.97354 1.72811
H1 -2.86596 1.38386 0.89545
H2 -2.32951 1.69768 2.27589
O8 3.59876 0.07709 -0.69854
H3 3.45515 -0.63195 -0.07174
H4 2.79482 0.59541 -0.66288
O9 -1.72504 -2.56045 -2.12917
H5 -0.97292 -3.02784 -1.76572
H6 -1.68412 -1.69189 -1.72895
O10 1.71067 3.41648 0.32335
H7 2.23205 2.95653 0.98125
H8 1.20460 2.72714 -0.10670
O11 0.97761 -2.94381 -1.45124
H9 1.33729 -2.39796 -0.75201
H10 1.46641 -2.68570 -2.23270
O12 2.64560 -2.45293 0.89035
H11 2.25220 -3.32236 0.96480
H12 2.13994 -1.90825 1.49356
O13 1.64158 1.37474 2.96159
H13 0.79376 1.79949 2.83120
H14 1.70056 0.73410 2.25283

Summary:
2S+1 ... 6
Lowest unoccupied orbital energy (alpha / beta) ... 2.015 / 1.590 eV
Highest occupied orbital energy (alpha / beta) ... -4.089 / -5.517 eV
Total charge ... -1

Here are the natural (NBO) charges for atoms 1 to 8, given in e: number 1, Ni, carries 1.3254; number 2, Ni, carries 0.8135; number 3, C, carries 0.9432; number 4, O, carries -0.8323; number 5, O, carries -0.8806; number 6, O, carries -0.9369; number 7, C, carries 0.9194; number 8, O, carries -0.7918

=====

No. 4
One molecule with the formula C5H5NO. Source: the OMol25 dataset; level of theory: ωB97M-V/def2-TZVPD.

CARTESIAN COORDINATES (ANGSTROEM)
O1 0.69645 0.44059 -2.26300
C1 0.98857 -0.39962 -1.23742
C2 -0.08870 1.54726 1.43308
C3 -0.68683 0.38494 1.38971
N1 -1.22022 -0.71735 1.29337
C4 0.14539 -1.20732 -0.63057
C5 -0.74850 -1.59677 0.24636
H1 -0.26317 0.43770 -2.39099
H2 2.04523 -0.36878 -0.98595
H3 0.80238 1.68408 2.03528
H4 -0.46291 2.37504 0.83981
H5 -1.20770 -2.57977 0.27032

Summary:
Lowest unoccupied orbital energy ... 0.496 eV
Highest occupied orbital energy ... -9.217 eV

Here are the natural (NBO) charges for atoms 1 to 8, given in e: number 1, O, carries -0.6615; number 2, C, carries 0.1253; number 3, C, carries -0.6380; number 4, C, carries 0.4482; number 5, N, carries -0.4586; number 6, C, carries -0.1285; number 7, C, carries -0.0742; number 8, H, carries 0.4823

=====

No. 5
One molecule with the formula S2. Source: the OMol25 dataset; level of theory: ωB97M-V/def2-TZVPD.

CARTESIAN COORDINATES (ANGSTROEM)
S1 -0.36568 -0.21485 0.87068
S2 0.36568 0.21485 -0.87068

Summary:
Lowest unoccupied orbital energy ... -2.679 eV
Highest occupied orbital energy ... -8.429 eV

Quick look at the natural (NBO) charges, all values in e: number 1, S, carries 0.0000; number 2, S, carries 0.0000

=====

No. 6
One molecule with the formula C20H19BrClNO5. Source: the OMol25 dataset; level of theory: ωB97M-V/def2-TZVPD.

CARTESIAN COORDINATES (ANGSTROEM)
C1 -2.70030 -0.30819 3.21587
C2 -1.40270 -0.46622 2.44054
O1 -1.17742 0.73714 1.72996
C3 -0.04881 0.86576 0.99734
C4 0.93030 -0.10876 0.86417
C5 2.07673 0.11938 0.10368
C6 3.05238 -0.95524 -0.02711
C7 4.39047 -0.85257 0.09142
N1 5.26839 -1.91532 -0.14274
C8 4.97752 -3.18819 -0.54790
C9 6.22397 -4.02911 -0.71687
O2 3.85937 -3.60322 -0.74555
C10 5.06260 0.38050 0.57070
O3 4.53095 1.32475 1.09025
O4 6.40670 0.33038 0.41412
C11 2.22225 1.32443 -0.57198
C12 1.23717 2.28839 -0.46045
Cl1 1.42165 3.78018 -1.30808
C13 0.10134 2.09294 0.31846
O5 -0.85892 3.06569 0.44265
C14 -1.80917 3.10232 -0.62191
C15 -2.62319 1.83746 -0.65377
C16 -3.80862 1.74112 0.06321
C17 -4.50296 0.54696 0.12276
C18 -3.99113 -0.56112 -0.53029
Br1 -4.91519 -2.22498 -0.40892
C19 -2.81701 -0.48814 -1.25807
C20 -2.14080 0.71686 -1.32073
H1 -3.52099 -0.11931 2.53008
H2 -2.90534 -1.21382 3.77936
H3 -2.62150 0.53162 3.90029
H4 -0.57034 -0.65711 3.13088
H5 -1.47900 -1.30697 1.73705
H6 0.82972 -1.05828 1.36464
H7 2.64895 -1.93254 -0.25628
H8 6.24275 -1.68162 -0.00904
H9 6.88334 -3.57979 -1.45627
H10 5.94058 -5.02392 -1.04732
H11 6.75700 -4.10459 0.22851
H12 6.79793 1.14776 0.75915
H13 3.08528 1.50925 -1.18967
H14 -1.29729 3.25546 -1.58119
H15 -2.43343 3.97010 -0.40100
H16 -4.18628 2.60409 0.59000
H17 -5.42703 0.47304 0.67645
H18 -2.43299 -1.36064 -1.76430
H19 -1.22274 0.77929 -1.88720

Summary:
SMILES ... CCOc1cc(/C=C(/NC(C)=O)C(=O)O)cc(Cl)c1OCc1ccc(Br)cc1
Lowest unoccupied orbital energy ... 0.070 eV
Highest occupied orbital energy ... -8.209 eV

Here are the natural (NBO) charges for atoms 1 to 8, given in e: number 1, C, carries -0.6186; number 2, C, carries -0.0634; number 3, O, carries -0.5120; number 4, C, carries 0.3680; number 5, C, carries -0.3014; number 6, C, carries -0.0368; number 7, C, carries -0.1585; number 8, C, carries 0.0227

=====

no.,maximum force (Eh/bohr)
1,0.025
2,0.019
3,0.190
4,0.014
5,0.032
6,0.016